Record 1
A structure of composition C4H14N2O, computed with the ωB97M-V functional and the def2-TZVPD basis.

Results
energy above the lowest of the compared OMol25 structures with the same formula, charge and spin	88.2	kcal/mol
Kohn-Sham gap	9.517	eV

ORCA input file:
```
! wB97M-V def2-TZVPD RIJCOSX def2/J DEFGRID3
* xyz 0 1
C 1.600 2.325 1.755
N 1.335 1.091 1.148
C 0.084 1.122 0.251
C -0.153 -0.299 -0.324
N -0.628 -1.314 0.689
C -1.236 -2.484 0.101
H 1.556 3.064 1.053
H 2.648 2.326 2.165
H 1.209 2.503 2.825
H 1.110 0.376 1.912
H -0.839 1.532 0.711
H 0.255 1.744 -0.621
H -0.721 -0.409 -1.223
H 0.944 -0.620 -0.540
H 0.085 -1.631 1.362
H -1.471 -3.155 1.259
H -2.156 -2.153 -0.221
H -0.558 -3.109 -0.479
H -1.092 0.219 -3.399
H -0.611 -0.773 -4.366
O -1.362 -0.356 -4.057
*
```

These are the Löwdin partial charges, in e, on atoms 1 to 8: -0.204 -0.135 -0.210 -0.215 -0.184 -0.156 0.043 0.082

Record 2
A cluster of 2 separate species, C4H14N2O in total, computed with the ωB97M-V functional and the def2-TZVPD basis.

Results
energy above the lowest of the compared OMol25 structures with the same formula, charge and spin	20.6	kcal/mol
Kohn-Sham gap	10.530	eV

ORCA input file:
```
! wB97M-V def2-TZVPD RIJCOSX def2/J DEFGRID3
* xyz 0 1
C 0.028 1.297 0.831
N 1.229 0.782 1.528
C -0.059 0.771 -0.619
C -0.115 -0.741 -0.702
C -1.418 -1.341 -0.177
N -2.590 -0.802 -0.872
H -0.903 1.043 1.347
H 0.206 2.376 0.831
H 1.052 -0.193 1.767
H 1.349 1.243 2.422
H -0.940 1.202 -1.070
H 0.855 1.202 -1.040
H -0.104 -0.925 -1.788
H 0.700 -1.299 -0.242
H -1.525 -1.094 0.886
H -1.357 -2.438 -0.192
H -3.422 -1.215 -0.459
H -2.564 -1.093 -1.833
H 3.348 -0.037 -0.827
H 2.681 0.694 0.308
O 3.549 0.570 -0.098
*
```

These are the Löwdin partial charges, in e, on atoms 1 to 8: -0.264 -0.015 -0.209 -0.220 -0.305 -0.001 0.099 0.112

Record 3
A cluster of 2 separate species, C4H14N2O in total, computed with the ωB97M-V functional and the def2-TZVPD basis.

Results
energy above the lowest of the compared OMol25 structures with the same formula, charge and spin	41.6	kcal/mol
Kohn-Sham gap	9.585	eV

ORCA input file:
```
! wB97M-V def2-TZVPD RIJCOSX def2/J DEFGRID3
* xyz 0 1
N 1.097 -1.187 0.000
C 0.974 -0.845 1.432
C 0.057 0.279 1.758
N -1.339 -0.077 1.657
C -1.960 -0.223 0.360
C -1.816 0.988 -0.626
H 0.417 -0.675 -0.555
H 0.809 -2.151 -0.107
H 2.009 -0.662 1.754
H 0.770 -1.744 2.048
H 0.293 0.673 2.759
H 0.302 1.150 1.149
H -1.898 0.529 2.233
H -1.657 -1.111 -0.169
H -3.018 -0.338 0.602
H -1.352 1.870 -0.220
H -2.823 1.321 -0.907
H -1.410 0.601 -1.567
H 3.575 1.043 -3.233
H 3.805 -0.012 -4.392
O 3.165 0.571 -3.975
*
```

These are the Löwdin partial charges, in e, on atoms 1 to 8: 0.002 -0.289 -0.265 -0.086 -0.278 -0.086 0.037 0.059

Record 4
A cluster of 2 separate species, C4H14N2O in total, computed with the ωB97M-V functional and the def2-TZVPD basis.

Results
energy above the lowest of the compared OMol25 structures with the same formula, charge and spin	25.6	kcal/mol
Kohn-Sham gap	9.746	eV

ORCA input file:
```
! wB97M-V def2-TZVPD RIJCOSX def2/J DEFGRID3
* xyz 0 1
C -0.733 -0.262 0.941
N -1.919 -0.530 0.116
C 0.310 0.523 0.113
C 1.066 -0.416 -0.843
C 2.153 -1.224 -0.108
N 3.217 -0.317 0.351
H -0.295 -1.240 1.134
H -0.922 0.256 1.883
H -2.492 -1.234 0.563
H -2.430 0.340 0.020
H 0.933 1.102 0.789
H -0.257 1.200 -0.535
H 1.591 0.174 -1.600
H 0.346 -1.051 -1.353
H 1.751 -1.750 0.760
H 2.528 -2.019 -0.763
H 4.118 -0.774 0.304
H 3.248 0.528 -0.203
H -3.762 2.682 0.063
H -4.639 1.761 -0.839
O -3.810 2.251 -0.792
*
```

These are the Löwdin partial charges, in e, on atoms 1 to 8: -0.290 -0.001 -0.208 -0.209 -0.293 -0.016 0.093 0.100

Record 5
A cluster of 2 separate species, C4H14N2O in total, computed with the ωB97M-V functional and the def2-TZVPD basis.

Results
energy above the lowest of the compared OMol25 structures with the same formula, charge and spin	29.4	kcal/mol
Kohn-Sham gap	9.865	eV

ORCA input file:
```
! wB97M-V def2-TZVPD RIJCOSX def2/J DEFGRID3
* xyz 0 1
C -1.835 -1.427 0.456
C -1.334 -0.021 0.217
C -2.032 0.585 -1.017
N 0.131 0.043 0.138
C 0.693 1.314 0.571
N 1.885 1.688 -0.200
H -2.907 -1.305 0.656
H -1.806 -2.132 -0.385
H -1.318 -1.971 1.248
H -1.626 0.639 1.034
H -3.047 0.826 -0.726
H -1.505 1.474 -1.357
H -2.116 -0.174 -1.788
H 0.438 -0.262 -0.774
H -0.046 2.118 0.515
H 0.981 1.242 1.628
H 2.112 0.926 -0.833
H 2.687 1.657 0.411
H 2.916 -1.818 0.329
H 1.495 -1.189 0.308
O 2.051 -1.884 -0.106
*
```

These are the Löwdin partial charges, in e, on atoms 1 to 8: -0.071 -0.453 -0.057 -0.082 -0.304 0.015 0.080 0.081

Record 6
A cluster of 2 separate species, C4H14N2O in total, computed with the ωB97M-V functional and the def2-TZVPD basis.

Results
energy above the lowest of the compared OMol25 structures with the same formula, charge and spin	51.2	kcal/mol
Kohn-Sham gap	9.343	eV

ORCA input file:
```
! wB97M-V def2-TZVPD RIJCOSX def2/J DEFGRID3
* xyz 0 1
C 0.316 1.375 -0.459
C -0.431 1.195 0.838
C -0.168 0.003 1.769
C -0.498 -1.209 1.008
N -1.834 -1.149 0.420
N 1.724 1.343 -0.167
H -0.002 0.805 -1.288
H 0.023 2.480 -0.641
H -0.216 2.057 1.570
H -1.491 1.118 0.597
H -0.746 -0.044 2.694
H 0.912 -0.099 2.104
H 0.095 -1.162 -0.023
H -0.386 -2.098 1.611
H -2.459 -1.428 1.202
H -2.073 -1.952 -0.163
H 2.009 0.620 0.402
H 2.404 1.438 -0.923
H 0.751 -1.837 -3.623
H 0.865 -0.359 -3.742
O 1.204 -1.097 -3.185
*
```

These are the Löwdin partial charges, in e, on atoms 1 to 8: -0.309 -0.240 -0.244 -0.336 -0.032 0.008 0.073 0.132

Record 7
A cluster of 2 separate species, C4H14N2O in total, computed with the ωB97M-V functional and the def2-TZVPD basis.

Results
energy above the lowest of the compared OMol25 structures with the same formula, charge and spin	37.2	kcal/mol
Kohn-Sham gap	9.535	eV

ORCA input file:
```
! wB97M-V def2-TZVPD RIJCOSX def2/J DEFGRID3
* xyz 0 1
N 0.601 0.976 0.848
C -0.256 1.144 -0.362
C -1.226 2.280 -0.130
C -1.081 -0.121 -0.614
N -0.395 -1.342 -1.063
C 0.669 -1.169 -2.050
H 0.099 1.208 1.690
H 0.903 0.006 0.779
H 0.427 1.274 -1.195
H -0.746 3.227 0.121
H -2.037 2.010 0.541
H -1.712 2.567 -1.073
H -1.901 0.043 -1.338
H -1.750 -0.416 0.207
H -0.116 -1.930 -0.293
H 0.246 -0.726 -2.949
H 1.528 -0.580 -1.717
H 1.015 -2.179 -2.274
H 1.589 -0.621 2.509
H 0.845 -2.018 2.349
O 1.425 -1.475 2.885
*
```

These are the Löwdin partial charges, in e, on atoms 1 to 8: 0.036 -0.438 -0.082 -0.235 -0.129 -0.135 0.067 0.034

Record 8
A structure of composition C4H14N2O, computed with the ωB97M-V functional and the def2-TZVPD basis.

Results
energy above the lowest of the compared OMol25 structures with the same formula, charge and spin	97.7	kcal/mol
Kohn-Sham gap	9.386	eV

ORCA input file:
```
! wB97M-V def2-TZVPD RIJCOSX def2/J DEFGRID3
* xyz 0 1
N 0.528 -2.543 -1.210
C -0.346 -1.397 -0.714
C -0.162 -1.007 0.701
N 1.173 -0.260 0.938
C 1.835 -0.736 2.155
C 0.736 1.098 1.222
H 0.240 -3.105 -1.984
H 1.389 -2.078 -1.440
H -1.411 -1.648 -0.783
H -0.329 -0.402 -1.336
H -0.261 -1.885 1.387
H -1.081 -0.439 0.847
H 2.872 -0.235 2.324
H 1.202 -0.747 3.058
H 2.185 -1.670 2.092
H -0.018 0.991 2.181
H 0.289 1.592 0.350
H 1.462 1.768 1.643
H -3.634 5.045 -3.456
H -3.648 3.293 -4.050
O -3.019 4.364 -3.927
*
```

These are the Löwdin partial charges, in e, on atoms 1 to 8: 0.009 -0.289 -0.241 -0.225 -0.138 -0.155 0.041 0.046

Record 9
A cluster of 2 separate species, C4H14N2O in total, computed with the ωB97M-V functional and the def2-TZVPD basis.

Results
energy above the lowest of the compared OMol25 structures with the same formula, charge and spin	69.1	kcal/mol
Kohn-Sham gap	9.531	eV

ORCA input file:
```
! wB97M-V def2-TZVPD RIJCOSX def2/J DEFGRID3
* xyz 0 1
C -0.822 1.822 -0.467
C -0.658 0.420 -0.860
C 0.457 0.164 -2.039
N -0.421 -0.397 0.279
C -1.524 -0.407 1.315
N -0.938 -0.305 2.684
H -1.013 2.429 -1.379
H 0.107 2.266 -0.099
H -1.666 2.067 0.039
H -1.408 0.022 -1.420
H -0.096 -0.448 -2.743
H 1.264 -0.509 -1.678
H 0.780 1.074 -2.467
H 0.341 -0.102 0.915
H -1.923 -1.286 0.926
H -2.382 0.267 1.220
H 0.076 -0.441 2.725
H -1.046 0.577 3.111
H 2.888 -2.365 0.294
H 4.425 -2.416 0.035
O 3.560 -2.431 -0.391
*
```

These are the Löwdin partial charges, in e, on atoms 1 to 8: -0.082 -0.461 -0.010 -0.060 -0.262 0.019 0.093 0.096

Record 10
A cluster of 2 separate species, C4H14N2O in total, computed with the ωB97M-V functional and the def2-TZVPD basis.

Results
energy above the lowest of the compared OMol25 structures with the same formula, charge and spin	9.0	kcal/mol
⟨S²⟩	0.755
Kohn-Sham gap (spin up / spin down)	11.825 / 5.900	eV

ORCA input file:
```
! wB97M-V def2-TZVPD RIJCOSX def2/J DEFGRID3
* xyz 1 2
N 1.074 -0.035 0.773
C -1.770 1.338 0.797
C -0.597 1.420 -0.155
C 0.223 0.122 -0.330
C 1.042 0.285 -1.674
N 1.843 -0.841 -1.957
H 1.311 -0.989 1.047
H 1.872 0.597 0.791
H -2.389 0.439 0.617
H -1.477 1.280 1.841
H -2.469 2.166 0.715
H 0.074 2.227 0.127
H -0.988 1.697 -1.135
H -0.437 -0.730 -0.415
H 0.315 0.514 -2.465
H 1.658 1.192 -1.583
H 1.306 -1.637 -2.275
H 2.610 -0.686 -2.595
H -1.682 -1.027 1.769
H -1.077 -1.909 2.891
O -1.591 -1.938 2.078
*
```

These are the Löwdin partial charges, in e, on atoms 1 to 8: 0.265 -0.083 -0.189 -0.332 -0.191 0.066 0.154 0.155

Record 11
The ion C4H14N2O with charge +1, computed with the ωB97M-V functional and the def2-TZVPD basis.

Results
energy above the lowest of the compared OMol25 structures with the same formula, charge and spin	82.0	kcal/mol
⟨S²⟩	0.751
Kohn-Sham gap (spin up / spin down)	2.813 / 11.104	eV

ORCA input file:
```
! wB97M-V def2-TZVPD RIJCOSX def2/J DEFGRID3
* xyz 1 2
C -2.164 0.327 0.431
O -3.066 0.112 -0.647
C -0.686 0.146 -0.080
C 0.494 -0.544 0.704
C 1.887 -0.227 -0.008
N 2.462 1.182 0.502
N -0.760 -0.939 -1.270
H -2.359 -0.478 1.112
H -2.323 1.271 0.991
H -3.962 -0.151 -0.368
H -0.474 1.075 -0.576
H 0.479 -0.098 1.748
H 0.607 -1.630 0.771
H 2.697 -0.931 0.309
H 1.878 -0.077 -1.138
H 1.805 1.969 0.591
H 2.656 1.087 1.588
H 3.294 1.320 0.012
H -0.132 -0.725 -2.088
H -1.705 -0.797 -1.592
H -0.631 -1.891 -0.992
*
```

These are the Löwdin partial charges, in e, on atoms 1 to 8: -0.206 -0.093 -0.215 -0.133 -0.111 0.137 0.126 0.108

Record 12
A cluster of 4 separate species, C4H14N2O2 in total, computed with the ωB97M-V functional and the def2-TZVPD basis.

Results
energy above the lowest of the compared OMol25 structures with the same formula, charge and spin	53.6	kcal/mol
⟨S²⟩	0.754
Kohn-Sham gap (spin up / spin down)	8.250 / 7.089	eV

ORCA input file:
```
! wB97M-V def2-TZVPD RIJCOSX def2/J DEFGRID3
* xyz -1 2
N 0.388 2.160 -2.298
C 0.342 1.044 -1.394
C 1.240 -0.903 2.455
C -0.004 -0.746 2.944
O 1.655 -2.018 -0.099
C -0.797 1.204 -0.353
N -2.012 1.793 -0.956
H 1.260 0.685 -0.897
H 0.420 3.006 -1.715
H 2.094 -2.726 -0.599
H 0.060 0.209 -2.043
H 1.428 -1.597 1.572
H 2.055 -0.582 3.105
H -0.232 -0.772 4.015
H -0.895 -0.851 2.357
H -1.114 0.273 0.143
H -0.420 1.771 0.516
H -2.333 2.549 -0.363
H -1.759 2.220 -1.841
H -1.272 -2.502 -0.709
H 0.336 -2.061 -0.405
O -0.763 -1.835 -0.247
*
```

These are the Löwdin partial charges, in e, on atoms 1 to 8: 0.056 -0.319 -0.082 -0.116 -0.406 -0.290 -0.021 0.116

Strongest force on any atom: 6.4 2.3 2.2 1.2 0.9 4.3 1.9 6.3 4.6 1.5 5.3 2.3 (eV/Å)